Entry A
Formula: C6H7NO
Source: the Open Molecules 2025 dataset
Level of theory: ωB97M-V/def2-TZVPD

Properties
HOMO level   -7.84 eV
Gap between HOMO and LUMO   8.18 eV
LUMO   0.0125 Eh
SMILES   O=C[C@@]12C=C[C@@H](C1)N2

```
! RIJCOSX wB97M-V def2-TZVPD def2/J DEFGRID3
* xyz 0 1
O -0.959 1.518 2.139
C 0.037 0.873 1.653
C -0.029 0.182 0.250
C -1.049 0.120 -0.828
C -0.476 -0.478 -1.920
C 0.869 -0.996 -1.206
C 1.473 0.102 -0.539
N 0.054 -1.239 0.226
H 0.931 0.645 2.275
H -2.008 0.514 -0.796
H -0.902 -1.079 -2.850
H 1.583 -1.753 -1.513
H 2.104 -0.040 0.390
H 1.604 1.095 -1.152
H -0.965 -1.665 0.488
*
```

Entry B
Formula: C6H7NO
Source: the Open Molecules 2025 dataset
Level of theory: ωB97M-V/def2-TZVPD

Properties
HOMO level (spin up / spin down)   -7.81 / -8.82 eV
Gap between HOMO and LUMO (spin up / spin down)   7.30 / 8.69 eV
LUMO (spin up / spin down)   -0.0188 / -0.0048 Eh

```
! RIJCOSX wB97M-V def2-TZVPD def2/J DEFGRID3
* xyz 0 1
C -0.275 -1.411 0.046
C -1.436 -0.670 0.689
C 1.424 1.713 0.107
C 0.069 1.250 -0.412
C -0.101 0.058 0.335
C 1.338 0.559 1.095
N 2.041 -0.040 1.918
O 2.148 -1.180 2.365
H 0.353 -2.054 0.795
H -0.153 -1.850 -1.028
H -2.198 -0.461 -0.008
H -1.687 -0.712 1.775
H 2.333 1.719 -0.435
H 1.311 2.739 0.650
H -0.747 1.945 -0.504
*
```

Entry C
Formula: C6H7NO
Source: the Open Molecules 2025 dataset
Level of theory: ωB97M-V/def2-TZVPD

Properties
HOMO level   -8.15 eV
Gap between HOMO and LUMO   8.08 eV
LUMO   -0.0025 Eh
SMILES   CNC1=CC(=O)C=C1

```
! RIJCOSX wB97M-V def2-TZVPD def2/J DEFGRID3
* xyz 0 1
C -2.280 -0.814 -0.042
N -1.367 0.375 -0.177
C -0.061 0.267 -0.037
C 0.726 -0.856 -0.046
C 2.148 -0.501 -0.087
O 3.092 -1.255 -0.040
C 2.155 1.020 -0.092
C 0.897 1.460 -0.020
H -2.251 -1.133 1.037
H -3.327 -0.436 -0.186
H -1.984 -1.572 -0.738
H -1.712 1.253 0.171
H 0.330 -1.907 0.122
H 3.054 1.628 0.061
H 0.580 2.472 0.076
*
```

Entry D
Formula: C6H7NO
Source: the Open Molecules 2025 dataset
Level of theory: ωB97M-V/def2-TZVPD

Properties
HOMO level   -9.27 eV
Gap between HOMO and LUMO   8.61 eV
LUMO   -0.0240 Eh
SMILES   C=C(C)C#N.C=C=O

```
! RIJCOSX wB97M-V def2-TZVPD def2/J DEFGRID3
* xyz 0 1
C 1.598 -1.433 0.354
C 1.290 -0.286 -0.223
C 1.315 0.087 -1.662
C 1.149 0.993 0.787
N 1.806 1.894 1.104
H 1.734 -1.512 1.424
H 1.600 -2.355 -0.212
H 0.578 -0.484 -2.223
H 1.137 1.148 -1.835
H 2.305 -0.076 -2.094
C -3.043 0.516 0.426
C -2.343 0.314 1.547
O -2.441 -0.154 2.637
H -2.605 1.105 -0.361
H -4.080 0.242 0.329
*
```

Which structure wins on stability? entry C wins.

Entry A
Formula: C5H12N2
Source: the Open Molecules 2025 dataset
Level of theory: ωB97M-V/def2-TZVPD

Properties
HOMO level   -8.23 eV
Gap between HOMO and LUMO   9.28 eV
LUMO   0.0387 Eh
SMILES   C=CNC.C=NC

```
! RIJCOSX wB97M-V def2-TZVPD def2/J DEFGRID3
* xyz 0 1
C -1.128 -2.283 0.578
C -0.381 -1.533 1.378
N -0.835 -0.593 2.291
C -0.024 0.596 2.498
H -2.202 -2.200 0.508
H -0.641 -3.045 -0.013
H 0.694 -1.676 1.395
H -1.815 -0.380 2.162
H -0.403 1.151 3.353
H 0.998 0.301 2.737
H 0.009 1.262 1.631
C 0.784 0.982 -3.608
N 0.745 1.773 -2.634
C 0.662 1.187 -1.307
H 0.858 1.398 -4.608
H 0.804 -0.105 -3.496
H 1.495 1.510 -0.688
H 0.628 0.095 -1.338
H -0.249 1.561 -0.840
*
```

Entry B
Formula: C5H12N2
Source: the Open Molecules 2025 dataset
Level of theory: ωB97M-V/def2-TZVPD

Properties
HOMO level   -8.04 eV
Gap between HOMO and LUMO   8.95 eV
LUMO   0.0333 Eh
SMILES   [H]/N=C(\CC)N(C)C

```
! RIJCOSX wB97M-V def2-TZVPD def2/J DEFGRID3
* xyz 0 1
H 1.473 -1.635 -1.478
N 0.556 -1.369 -1.137
C 0.451 -0.376 -0.424
C 0.999 0.636 0.399
C 2.780 0.333 0.047
N -1.126 -0.013 0.349
C -1.863 1.083 -0.215
C -1.904 -1.216 0.485
H 0.863 1.645 0.025
H 0.955 0.491 1.472
H 3.001 0.441 -1.013
H 3.284 1.111 0.615
H 3.077 -0.644 0.422
H -1.250 1.983 -0.270
H -2.733 1.333 0.410
H -2.238 0.840 -1.224
H -2.727 -1.083 1.199
H -1.248 -2.027 0.807
H -2.352 -1.534 -0.471
*
```

Which structure wins on stability? entry A wins.

Entry A
Formula: C5H12N2
Source: the Open Molecules 2025 dataset
Level of theory: ωB97M-V/def2-TZVPD

Properties
HOMO level   -8.89 eV
Gap between HOMO and LUMO   9.98 eV
LUMO   0.0401 Eh
SMILES   C=CCCNCN

```
! RIJCOSX wB97M-V def2-TZVPD def2/J DEFGRID3
* xyz 0 1
C -2.012 0.417 -2.458
C -0.900 0.624 -1.757
C -0.940 1.307 -0.394
C -0.223 0.557 0.749
N 1.090 0.082 0.303
C 1.866 -0.640 1.304
N 1.127 -1.790 1.860
H -2.048 0.011 -3.460
H -2.972 0.536 -1.959
H 0.033 0.251 -2.142
H -2.017 1.283 -0.206
H -0.554 2.325 -0.421
H -0.917 -0.186 1.151
H -0.041 1.277 1.535
H 1.012 -0.436 -0.556
H 1.934 0.090 2.113
H 2.795 -0.906 0.804
H 0.967 -2.477 1.125
H 1.800 -2.326 2.408
*
```

Entry B
Formula: C5H12N2
Source: the Open Molecules 2025 dataset
Level of theory: ωB97M-V/def2-TZVPD

Properties
HOMO level   -9.21 eV
Gap between HOMO and LUMO   10.06 eV
LUMO   0.0311 Eh
SMILES   CCCC/N=C\N

```
! RIJCOSX wB97M-V def2-TZVPD def2/J DEFGRID3
* xyz 0 1
C 2.534 -0.973 -0.155
C 1.389 -1.061 0.879
C 0.525 0.271 0.892
C -0.995 0.231 0.881
N -1.535 -0.466 -0.334
C -2.138 0.183 -1.248
N -2.562 1.511 -1.453
H 3.084 -1.862 -0.175
H 2.088 -0.725 -1.159
H 3.232 -0.158 0.124
H 0.689 -1.914 0.567
H 1.778 -1.315 1.907
H 0.833 0.862 0.049
H 0.859 0.680 1.863
H -1.334 1.254 0.933
H -1.483 -0.278 1.815
H -2.262 -0.511 -2.134
H -2.047 2.229 -0.824
H -2.654 2.040 -2.425
*
```

Entry C
Formula: C5H12N2
Source: the Open Molecules 2025 dataset
Level of theory: ωB97M-V/def2-TZVPD

Properties
HOMO level   -7.36 eV
Gap between HOMO and LUMO   8.37 eV
LUMO   0.0371 Eh
SMILES   CCC/C(N)=C/N

```
! RIJCOSX wB97M-V def2-TZVPD def2/J DEFGRID3
* xyz 0 1
C 1.664 0.610 1.093
C 1.678 -0.604 0.126
C 0.714 -0.559 -1.126
C -0.618 -0.011 -0.722
N -0.692 1.396 -0.690
C -1.654 -0.742 -0.292
N -2.831 -0.108 0.191
H 2.325 0.321 1.917
H 2.106 1.461 0.570
H 0.700 0.866 1.523
H 2.702 -0.909 -0.091
H 1.260 -1.426 0.720
H 0.664 -1.628 -1.366
H 1.098 -0.099 -2.027
H -1.236 1.750 0.073
H 0.058 1.963 -1.021
H -1.603 -1.820 -0.330
H -2.781 0.333 1.103
H -3.557 -0.792 0.350
*
```

Which structure wins on stability? entry C wins.

Entry A
Formula: C5H12N2
Source: the Open Molecules 2025 dataset
Level of theory: ωB97M-V/def2-TZVPD

Properties
HOMO level   -8.04 eV
Gap between HOMO and LUMO   9.11 eV
LUMO   0.0392 Eh
SMILES   N/C=C/CCCN

```
! RIJCOSX wB97M-V def2-TZVPD def2/J DEFGRID3
* xyz 0 1
N 0.611 0.595 3.092
C 0.668 0.837 1.722
C -0.298 0.801 0.825
C -0.069 1.183 -0.626
C -0.702 0.238 -1.646
C -0.051 -1.131 -1.782
N -0.380 -1.989 -0.605
H 1.458 0.247 3.497
H -0.277 0.301 3.462
H 1.695 0.960 1.388
H -1.342 0.597 1.035
H 0.997 1.265 -0.806
H -0.487 2.181 -0.738
H -1.704 -0.001 -1.256
H -0.850 0.735 -2.602
H 1.023 -1.034 -1.957
H -0.453 -1.652 -2.647
H 0.337 -2.711 -0.561
H -0.177 -1.422 0.207
*
```

Entry B
Formula: C5H12N2
Source: the Open Molecules 2025 dataset
Level of theory: ωB97M-V/def2-TZVPD

Properties
HOMO level   -8.76 eV
Gap between HOMO and LUMO   8.95 eV
LUMO   0.0069 Eh

```
! RIJCOSX wB97M-V def2-TZVPD def2/J DEFGRID3
* xyz 0 1
C -1.972 -1.339 0.979
C -1.414 -0.613 -0.213
C -0.832 0.731 0.056
N -1.406 -1.173 -1.354
N -0.327 1.412 -0.974
H -1.021 -0.541 -2.060
H -0.278 2.411 -0.791
H -1.189 1.251 0.946
H -2.817 -0.787 1.400
H -1.217 -1.430 1.765
H -2.300 -2.333 0.686
C 2.196 0.616 -0.629
C 1.782 -0.090 0.560
H 0.941 1.108 -1.081
H 2.535 0.020 -1.469
H 2.755 1.536 -0.487
H 2.258 0.216 1.491
H 1.715 -1.173 0.463
H 0.591 0.177 0.712
*
```

Which structure wins on stability? entry A wins.

Entry A
Formula: C5H12N2
Source: the Open Molecules 2025 dataset
Level of theory: ωB97M-V/def2-TZVPD

Properties
HOMO level   -7.41 eV
Gap between HOMO and LUMO   8.45 eV
LUMO   0.0380 Eh
SMILES   CCC/C(N)=C/N

```
! RIJCOSX wB97M-V def2-TZVPD def2/J DEFGRID3
* xyz 0 1
C 0.822 2.690 0.185
C -0.116 1.604 -0.369
C -0.377 0.501 0.673
C -0.169 -0.904 0.135
N 1.025 -1.066 -0.601
C -1.011 -1.921 0.364
N -1.167 -3.047 -0.552
H 1.010 3.391 -0.645
H 0.374 3.361 0.929
H 1.764 2.306 0.572
H -1.100 2.004 -0.642
H 0.323 1.219 -1.277
H -1.407 0.554 1.035
H 0.389 0.591 1.468
H 0.964 -1.479 -1.518
H 1.921 -0.712 -0.356
H -1.577 -1.955 1.295
H -1.462 -3.797 0.079
H -0.207 -3.338 -0.772
*
```

Entry B
Formula: C5H12N2
Source: the Open Molecules 2025 dataset
Level of theory: ωB97M-V/def2-TZVPD

Properties
HOMO level   -8.64 eV
Gap between HOMO and LUMO   9.64 eV
LUMO   0.0368 Eh
SMILES   NC[C@@H]1CCCN1

```
! RIJCOSX wB97M-V def2-TZVPD def2/J DEFGRID3
* xyz 0 1
N 0.175 0.951 2.514
C -0.636 0.475 1.346
C 0.243 -0.591 0.552
C 1.257 -0.012 -0.465
C 0.340 0.331 -1.736
C -0.993 -0.454 -1.526
N -0.860 -1.180 -0.217
H 0.384 1.902 2.522
H 1.133 0.490 2.515
H -0.987 1.235 0.662
H -1.488 0.105 1.815
H 0.524 -1.334 1.318
H 1.852 -0.981 -0.757
H 1.848 0.763 -0.008
H 0.028 1.452 -1.681
H 0.959 0.040 -2.608
H -1.184 -1.238 -2.357
H -1.848 0.231 -1.434
H -0.749 -2.187 -0.455
*
```

Entry C
Formula: C5H12N2
Source: the Open Molecules 2025 dataset
Level of theory: ωB97M-V/def2-TZVPD

Properties
HOMO level   -7.97 eV
Gap between HOMO and LUMO   8.94 eV
LUMO   0.0357 Eh
SMILES   C/C=C(\N)[C@H](C)N

```
! RIJCOSX wB97M-V def2-TZVPD def2/J DEFGRID3
* xyz 0 1
C -2.722 0.151 -0.341
C -1.283 0.092 -0.770
C -0.248 -0.010 0.082
N -0.362 -0.116 1.460
C 1.154 0.037 -0.475
C 1.962 -1.192 -0.072
N 1.905 1.244 -0.140
H -3.352 0.458 -1.172
H -3.074 -0.824 0.003
H -2.866 0.861 0.476
H -1.115 -0.044 -1.828
H -1.278 0.072 1.836
H 0.399 0.278 1.994
H 0.940 0.103 -1.583
H 2.066 -1.246 1.011
H 1.464 -2.097 -0.410
H 2.954 -1.137 -0.514
H 2.067 1.297 0.861
H 1.389 2.072 -0.419
*
```

Which structure wins on stability? entry C wins.

Entry A
Formula: C5H12N2
Source: the Open Molecules 2025 dataset
Level of theory: ωB97M-V/def2-TZVPD

Properties
HOMO level   -7.10 eV
Gap between HOMO and LUMO   4.85 eV
LUMO   -0.0828 Eh

```
! RIJCOSX wB97M-V def2-TZVPD def2/J DEFGRID3
* xyz 0 1
C -1.539 -1.828 -1.212
C -0.479 -1.506 -0.055
C 0.634 -0.686 -0.679
C 0.450 0.977 -0.778
N 0.908 1.998 0.131
C 0.927 1.752 1.567
N -0.206 0.853 1.948
H -1.260 -2.702 -1.936
H -2.671 -1.877 -1.023
H -1.226 -0.881 -1.668
H -0.052 -2.272 0.507
H -0.454 0.058 1.305
H 1.068 -0.899 -1.738
H 1.576 -0.716 -0.141
H 1.102 1.194 -1.738
H -0.634 1.080 -0.831
H 1.943 1.481 1.820
H 0.849 2.756 2.051
H -0.936 1.219 2.471
*
```

Entry B
Formula: C5H12N2
Source: the Open Molecules 2025 dataset
Level of theory: ωB97M-V/def2-TZVPD

Properties
HOMO level   -8.70 eV
Gap between HOMO and LUMO   9.63 eV
LUMO   0.0340 Eh

```
! RIJCOSX wB97M-V def2-TZVPD def2/J DEFGRID3
* xyz 0 1
C 1.677 0.342 0.087
C 0.636 0.239 -1.198
C -0.650 -0.231 -0.756
C -1.043 -1.729 -0.194
C -1.685 -0.898 1.004
H 1.035 1.822 1.474
H 1.733 2.173 -0.477
H 1.587 -0.399 1.086
H 2.589 0.002 -0.455
H 1.125 -0.330 -2.157
H 0.681 1.454 -1.314
H -1.492 0.171 -1.484
H -1.569 -2.205 -0.948
H -0.243 -2.552 0.146
H -1.190 -0.741 2.138
H -2.769 -0.603 1.034
H -0.269 0.306 0.811
N 1.850 1.626 0.499
N -1.111 0.454 0.428
*
```

Entry C
Formula: C5H12N2
Source: the Open Molecules 2025 dataset
Level of theory: ωB97M-V/def2-TZVPD

Properties
HOMO level   -7.98 eV
Gap between HOMO and LUMO   8.96 eV
LUMO   0.0359 Eh

```
! RIJCOSX wB97M-V def2-TZVPD def2/J DEFGRID3
* xyz 0 1
C 1.482 -0.325 1.002
C 1.049 0.651 -0.143
C -0.021 0.083 -1.049
C 0.334 -0.605 -2.128
C -2.053 0.404 0.367
N -1.326 0.568 -0.900
N 0.332 -0.889 1.770
H 2.297 0.219 1.497
H 1.976 -1.095 0.391
H 1.954 0.895 -0.691
H 0.696 1.610 0.250
H 1.354 -0.892 -2.371
H -0.244 -1.125 -2.885
H -1.482 0.854 1.169
H -3.031 0.888 0.289
H -2.377 -0.636 0.478
H -1.948 0.272 -1.638
H 0.474 0.195 1.842
H 0.534 -1.072 2.751
*
```

Entry D
Formula: C5H12N2
Source: the Open Molecules 2025 dataset
Level of theory: ωB97M-V/def2-TZVPD

Properties
HOMO level   -9.12 eV
Gap between HOMO and LUMO   10.14 eV
LUMO   0.0376 Eh
SMILES   CCCC/N=C\N

```
! RIJCOSX wB97M-V def2-TZVPD def2/J DEFGRID3
* xyz 0 1
C 1.579 -1.751 -1.479
C 1.379 -1.336 -0.020
C 0.975 0.153 0.167
C -0.248 0.328 1.073
N -1.459 0.087 0.309
C -2.265 1.033 0.049
N -2.204 2.366 0.394
H 1.965 -2.779 -1.504
H 0.637 -1.753 -2.028
H 2.267 -1.098 -2.023
H 0.606 -1.960 0.428
H 2.294 -1.608 0.516
H 0.668 0.506 -0.816
H 1.838 0.700 0.530
H -0.175 1.321 1.552
H -0.232 -0.383 1.896
H -3.122 0.739 -0.548
H -1.413 2.613 0.967
H -3.089 2.824 0.536
*
```

Which structure wins on stability? entry D wins.